Formula: H14O7
Source: OMol25
Level of theory: ωB97M-V with the def2-TZVPD basis set

Structure (XYZ):
```
21
Properties=species:S:1:pos:R:3:forces:R:3
O 0.12580 -2.41069 1.95974 1.10 0.32 0.57
H 0.09829 -2.19199 1.02827 -0.12 0.55 -1.19
H -0.67778 -2.90755 2.11343 -1.27 -0.54 0.31
O -0.23027 -0.33762 -0.04309 -0.38 -1.17 0.26
H -0.46918 0.58642 0.02982 -0.56 0.83 0.21
H 0.53858 -0.34245 -0.61323 0.89 -0.04 -0.34
O 2.76583 -0.86444 -0.20829 -0.61 0.12 -0.23
H 2.73526 -1.73311 0.19259 0.27 -0.37 0.01
H 2.97683 -0.27375 0.51475 0.24 0.25 0.33
O 2.68071 1.44114 -2.18814 -0.43 0.13 -0.05
H 2.54209 0.70399 -1.59347 0.23 -0.36 0.00
H 3.42786 1.91106 -1.81777 0.26 0.19 -0.01
O -1.67283 -3.38584 -0.28027 0.36 0.16 0.79
H -1.28789 -4.05878 -0.84170 0.01 -0.47 -0.29
H -1.35689 -2.55927 -0.64522 -0.18 0.50 -0.42
O -1.89931 2.96831 1.96608 0.24 0.09 0.59
H -2.80765 2.66639 1.96329 -0.33 -0.05 0.15
H -1.59348 2.81732 1.07171 0.05 -0.09 -0.43
O -1.82549 2.30501 -0.77389 0.42 -0.36 0.23
H -1.33721 3.06003 -1.10215 0.23 0.29 -0.36
H -2.73324 2.60585 -0.73240 -0.42 0.00 -0.13
```
Positions in Å, forces in eV/Å.

Calculated values
Highest occupied orbital energy (spin up / spin down) (eV): -14.3 / -14.1
Total charge: +1
Frontier orbital gap (spin up / spin down) (eV): 10.676 / 2.774
Relative energy (zero: lowest compared OMol25 entry of this formula, charge and spin) (kcal per mole): 30.40
2S+1: 2



Formula: H14O7Rb
Source: OMol25
Level of theory: ωB97M-V with the def2-TZVPD basis set

Structure (XYZ):
```
22
Properties=species:S:1:pos:R:3:forces:R:3
Rb 0.25636 -0.04627 -0.15605 -0.23 0.07 -0.69
O 2.42736 1.59673 0.00895 -0.06 0.43 -0.52
H 2.26936 2.26573 -0.67005 0.29 -0.27 -0.35
H 2.34436 2.13073 0.79195 0.12 0.16 0.94
O -1.63764 -2.22727 -0.38705 2.15 0.00 1.74
H -1.80864 -2.18427 0.57995 -0.45 -0.21 -1.27
H -2.41964 -2.27427 -0.89005 -1.67 -0.15 -0.44
O -0.15764 1.07373 2.27795 0.18 1.18 -0.34
H -0.17164 0.19873 2.63095 -0.10 -0.88 0.75
H -0.89864 1.56173 2.64895 0.00 -0.18 0.13
O -2.42764 0.53373 0.18695 -0.44 -0.94 0.90
H -3.29664 0.19173 0.44095 0.21 0.05 0.03
H -2.63164 1.23873 -0.39605 -0.29 1.15 -0.85
O -0.43264 2.03873 -1.88605 0.08 -0.78 -0.40
H -0.47564 2.77873 -1.31305 0.38 1.37 1.04
H -1.29364 2.08973 -2.28405 -0.57 -0.22 -0.86
O 2.01136 -1.38427 -1.92405 0.97 2.03 0.64
H 1.34236 -1.65427 -2.50505 -1.33 -0.90 -1.43
H 2.28336 -2.12327 -1.42205 0.52 -1.42 0.51
O 1.30936 -1.74927 1.63895 -1.19 -0.40 0.24
H 2.22336 -1.55127 1.56695 1.53 0.33 0.15
H 1.18436 -2.50427 1.06095 -0.08 -0.42 0.08
```
Positions in Å, forces in eV/Å.

Calculated values
Highest occupied orbital energy (eV): -15.0
Total charge: +1
Frontier orbital gap (eV): 11.751
Relative energy (zero: lowest compared OMol25 entry of this formula, charge and spin) (kcal per mole): 9.08



Formula: H14O8Y
Source: OMol25
Level of theory: ωB97M-V with the def2-TZVPD basis set

Structure (XYZ):
```
23
Properties=species:S:1:pos:R:3:forces:R:3
Y 0.90970 -0.20753 0.07681 2.56 -0.28 -0.22
O 3.78400 -0.13290 2.66456 -1.01 0.02 -0.76
H 4.05887 0.63274 3.20564 -0.44 -0.15 -0.43
O 3.43105 -1.31229 -2.49481 -1.74 0.39 1.10
H 2.85429 -1.79485 -3.11852 0.25 0.21 0.28
O -1.17181 2.52454 2.44346 0.24 -0.36 -0.40
H -1.12494 2.55461 3.39904 0.11 -0.03 0.31
H -1.88273 3.12493 2.21905 -0.21 0.18 -0.11
O -0.65345 -2.00520 3.43601 0.08 0.24 -0.55
H -1.53320 -1.95565 3.80995 -0.27 0.05 0.08
H -0.16031 -2.54538 4.05347 0.29 -0.14 0.16
O -3.69194 -0.69351 -0.16194 0.48 0.07 0.08
H -4.12500 -1.44144 0.24951 -0.14 -0.20 0.15
H -4.30599 -0.40144 -0.83563 -0.16 0.13 -0.21
O 2.68970 3.39221 -0.70605 -0.42 -0.42 0.10
H 2.32303 4.27004 -0.81187 -0.13 0.23 -0.03
H 3.63756 3.52522 -0.71622 0.34 -0.11 0.01
O -0.34020 -3.72693 -1.77685 0.05 0.50 0.34
H -0.13672 -4.15224 -2.60987 0.20 -0.08 -0.26
H -1.12877 -4.17198 -1.46649 -0.22 -0.17 0.09
O -0.91734 1.39034 -3.32359 0.17 -0.17 0.54
H -1.10147 0.92157 -4.13759 0.04 -0.20 -0.25
H -1.41423 2.20505 -3.39816 -0.10 0.28 -0.02
```
Positions in Å, forces in eV/Å.

Calculated values
Highest occupied orbital energy (eV): -11.2
Total charge: +1
Frontier orbital gap (eV): 4.552
Relative energy (zero: lowest compared OMol25 entry of this formula, charge and spin) (kcal per mole): 351.44



no.,molecular weight (g/mol),DFT total energy (eV)
1,126.105,-14548.690
2,211.573,-15210.672
3,231.010,-17633.615